(1)
C16H39IN2O5S | ωB97M-V/def2-TZVPD

Geometry as ORCA input:
```
! RIJCOSX wB97M-V def2-TZVPD def2/J DEFGRID3
* xyz 0 1
C -6.095 3.747 2.205
C -5.083 4.110 1.117
C -5.487 3.336 -0.145
C -3.712 3.619 1.603
C -2.618 4.065 0.649
O -1.250 3.967 1.124
S -0.960 2.773 2.193
O -1.258 1.523 1.540
O 0.660 2.967 2.131
C 1.357 2.088 1.242
C 1.122 2.357 -0.232
C 1.731 1.229 -1.064
I 2.032 4.240 -0.751
H -7.115 3.839 1.851
H -5.902 2.721 2.501
H -5.960 4.367 3.087
H -5.081 5.184 0.954
H -4.648 3.062 -0.774
H -6.205 3.874 -0.756
H -5.962 2.411 0.169
H -3.786 2.536 1.608
H -3.546 3.966 2.619
H -2.769 5.123 0.459
H -2.666 3.569 -0.312
H 1.204 1.040 1.479
H 2.409 2.287 1.421
H 0.072 2.446 -0.444
H 2.734 1.497 -1.371
H 1.104 0.934 -1.893
H 1.838 0.363 -0.414
C 1.782 -3.045 -5.535
C 0.575 -2.302 -4.970
C 0.936 -1.263 -3.898
O 1.244 -1.804 -2.628
C 2.571 -2.267 -2.469
N -0.401 -3.281 -4.485
H 2.151 -3.807 -4.849
H 1.508 -3.552 -6.460
H 2.600 -2.358 -5.758
H 0.114 -1.753 -5.797
H 0.059 -0.629 -3.736
H 1.747 -0.604 -4.239
H 3.294 -1.660 -3.021
H 2.666 -3.315 -2.764
H 2.803 -2.194 -1.405
H -1.252 -2.798 -4.209
H -0.043 -3.668 -3.615
C 2.291 -4.392 3.446
C 3.222 -3.192 3.589
C 2.519 -1.839 3.406
O 2.227 -1.500 2.064
C 1.043 -2.075 1.535
N 4.352 -3.356 2.670
H 2.050 -4.602 2.404
H 2.768 -5.285 3.849
H 1.357 -4.236 3.989
H 3.616 -3.206 4.609
H 3.196 -1.057 3.760
H 1.611 -1.777 4.021
H 0.261 -2.162 2.294
H 1.246 -3.053 1.093
H 0.684 -1.418 0.742
H 5.030 -2.618 2.840
H 4.014 -3.171 1.729
*
```

Values from the calculation:
- E (eV) = -49376.17456
- orbital gap (eV) = 9.8
- LUMO (Ha) = 0.0240

Atomic partial charges in e from the natural (NBO) method, atoms 1 to 5: -0.596 -0.211 -0.611 -0.452 -0.070

=====

(2)
C3H7N3O | ωB97M-V/def2-TZVPD

Geometry as ORCA input:
```
! RIJCOSX wB97M-V def2-TZVPD def2/J DEFGRID3
* xyz 0 1
H -2.524 -1.699 0.179
N -1.579 -1.891 -0.243
C -0.527 -1.130 -0.063
N 0.664 -1.502 -0.668
C -0.189 -0.050 0.964
N -0.255 1.275 0.218
C 0.928 1.780 -0.293
O 1.843 0.998 -0.655
H 1.339 -0.779 -0.765
H 0.510 -1.871 -1.700
H 0.830 -0.200 1.432
H -1.066 0.034 1.522
H -1.001 2.143 0.510
H 1.028 2.891 -0.440
*
```

Values from the calculation:
- ΔE to the lowest compared entry with this formula, charge and spin (kcal per mole) = 48.7
- SMILES = [H]/N=C(/N)CNC=O
- E (eV) = -9740.92292
- orbital gap (eV) = 9.4
- LUMO (Ha) = 0.0170

Atomic partial charges in e from the natural (NBO) method, atoms 1 to 5: 0.355 -0.730 0.435 -0.820 -0.295

=====

(3)
C33H88O33S11 | ωB97M-V/def2-TZVPD

Geometry as ORCA input:
```
! RIJCOSX wB97M-V def2-TZVPD def2/J DEFGRID3
* xyz 0 1
C 1.329 0.053 -3.022
C 0.632 -0.514 -1.727
O 0.475 0.510 -0.760
S 0.709 0.157 0.769
C -0.925 -0.856 1.141
O 1.761 -0.819 0.896
O 0.711 1.430 1.464
H 0.825 0.935 -3.417
H 1.382 -0.749 -3.758
H 2.376 0.322 -2.885
H -0.348 -0.919 -1.976
H 1.214 -1.381 -1.411
H -1.726 -0.244 0.726
H -1.055 -1.160 2.179
H -0.951 -1.786 0.573
C -4.179 4.429 2.583
C -2.931 4.577 1.602
O -2.259 5.721 2.178
S -0.778 6.190 1.399
C 0.542 5.099 2.250
O -0.831 5.737 0.011
O -0.567 7.605 1.680
H -4.861 3.648 2.248
H -4.850 5.287 2.550
H -3.865 4.209 3.603
H -2.436 3.606 1.628
H -3.149 4.594 0.535
H 1.540 5.496 2.066
H 0.344 4.055 2.006
H 0.335 5.149 3.319
C -0.772 -8.165 3.210
C -1.076 -7.123 2.173
O 0.145 -6.750 1.704
S 0.432 -5.453 0.685
C -0.145 -6.183 -0.914
O -0.447 -4.357 1.016
O 1.852 -5.211 0.527
H 0.169 -8.665 2.980
H -1.510 -8.955 3.350
H -0.816 -7.817 4.242
H -1.714 -7.638 1.455
H -1.767 -6.327 2.451
H -0.077 -5.504 -1.764
H -1.219 -6.364 -0.879
H 0.279 -7.144 -1.204
C -2.209 2.132 -2.097
C -3.147 1.001 -1.751
O -3.375 0.381 -2.988
S -4.599 0.872 -4.033
C -5.869 -0.120 -3.312
O -4.810 2.370 -3.915
O -4.390 0.414 -5.389
H -2.758 2.921 -2.612
H -1.338 1.673 -2.563
H -1.953 2.536 -1.117
H -2.874 0.171 -1.099
H -3.995 1.401 -1.195
H -5.617 -1.174 -3.426
H -6.793 -0.042 -3.886
H -5.982 0.295 -2.311
C -1.622 -3.849 4.464
C -2.450 -3.980 5.728
O -3.788 -3.916 5.237
S -4.863 -3.061 6.388
C -4.749 -4.302 7.727
O -4.184 -1.844 6.766
O -6.195 -3.104 5.940
H -1.980 -4.523 3.686
H -0.595 -4.156 4.663
H -1.446 -2.936 3.895
H -2.384 -4.945 6.230
H -2.119 -3.199 6.412
H -5.307 -4.027 8.622
H -3.684 -4.413 7.929
H -5.068 -5.231 7.254
C -7.886 0.482 4.757
C -6.628 0.811 3.909
O -6.076 -0.369 3.512
S -4.936 -0.171 2.262
C -3.465 0.559 3.221
O -4.635 -1.452 1.652
O -5.339 0.857 1.323
H -8.460 1.354 5.068
H -7.662 -0.013 5.703
H -8.365 -0.302 4.171
H -6.809 1.548 3.127
H -5.885 1.307 4.534
H -3.801 1.542 3.551
H -2.621 0.607 2.533
H -3.363 -0.054 4.116
C 4.587 1.483 -5.237
C 5.592 1.681 -4.157
O 5.783 0.581 -3.315
S 6.665 0.687 -1.927
C 5.242 1.261 -0.781
O 7.039 -0.632 -1.430
O 7.599 1.780 -1.961
H 4.912 0.780 -6.004
H 4.511 2.363 -5.875
H 3.594 1.226 -4.866
H 6.607 1.880 -4.499
H 5.404 2.623 -3.640
H 4.414 0.553 -0.797
H 5.145 2.287 -1.135
H 5.607 1.218 0.246
C 2.186 3.397 6.013
C 2.022 2.259 4.967
O 1.917 0.982 5.579
S 1.021 -0.279 4.911
C 2.259 -0.964 3.765
O 0.840 -1.335 5.950
O -0.163 0.180 4.175
H 2.280 4.400 5.597
H 3.065 3.211 6.630
H 1.388 3.344 6.754
H 1.051 2.474 4.522
H 2.820 2.252 4.224
H 2.647 -0.152 3.151
H 1.893 -1.790 3.155
H 3.144 -1.285 4.316
C 3.913 7.091 -2.162
C 2.719 6.170 -2.086
O 2.954 5.280 -1.033
S 2.566 3.678 -1.292
C 0.805 3.770 -1.552
O 3.302 3.308 -2.529
O 2.732 2.998 0.005
H 4.181 7.567 -1.219
H 3.823 7.847 -2.941
H 4.863 6.617 -2.410
H 1.739 6.648 -2.108
H 2.552 5.626 -3.016
H 0.524 4.564 -2.243
H 0.431 3.787 -0.528
H 0.588 2.798 -1.996
C 1.333 3.271 -6.280
C -0.081 2.710 -6.677
O 0.155 1.901 -7.784
S -0.074 0.216 -7.624
C 1.341 -0.462 -8.560
O 0.142 -0.271 -6.273
O -1.297 -0.169 -8.337
H 1.872 2.596 -5.615
H 1.313 4.205 -5.717
H 1.898 3.370 -7.206
H -0.510 2.256 -5.784
H -0.634 3.589 -7.008
H 1.813 0.327 -9.145
H 0.755 -1.311 -8.913
H 1.992 -0.677 -7.713
C 5.185 -6.724 -2.654
C 4.013 -5.692 -2.590
O 4.608 -4.405 -2.894
S 3.720 -3.029 -2.649
C 4.380 -2.694 -1.014
O 4.423 -2.022 -3.434
O 2.288 -3.363 -2.667
H 5.510 -6.938 -3.672
H 4.899 -7.698 -2.256
H 5.960 -6.453 -1.937
H 3.353 -6.096 -3.358
H 3.528 -5.649 -1.615
H 5.450 -2.487 -1.042
H 4.278 -3.517 -0.307
H 3.904 -1.778 -0.665
*
```

Values from the calculation:
- ΔE to the lowest compared entry with this formula, charge and spin (kcal per mole) = 186.4
- SMILES = CCOS(C)(=O)=O.CCOS(C)(=O)=O.CCOS(C)(=O)=O.CCOS(C)(=O)=O.CCOS(C)(=O)=O.CCOS(C)(=O)=O.CCOS(C)(=O)=O.CCOS(C)(=O)=O.CCOS(C)(=O)=O.CCOS(C)(=O)=O.CCOS(C)(=O)=O
- E (eV) = -222390.68424
- orbital gap (eV) = 10.4
- LUMO (Ha) = 0.0057

Atomic partial charges in e from the Löwdin method, atoms 1 to 5: -0.031 -0.238 -0.273 0.636 -0.048

=====

(4)
C6H15N2O | ωB97M-V/def2-TZVPD

Geometry as ORCA input:
```
! RIJCOSX wB97M-V def2-TZVPD def2/J DEFGRID3
* xyz 1 1
C 2.618 1.546 -0.847
C 2.183 0.916 0.218
C -2.643 -0.764 -0.713
C -1.760 0.682 1.068
C -1.444 -0.456 0.080
C 1.721 -0.484 0.314
N 1.425 -0.899 1.533
N -0.325 -0.178 -0.863
O 1.953 -1.379 -0.600
H 2.841 2.561 -0.822
H 2.747 1.210 -1.865
H 2.403 1.390 1.163
H -3.013 0.266 -1.047
H -2.674 -1.407 -1.667
H -3.327 -1.123 0.144
H -1.000 0.590 1.782
H -2.667 0.636 1.581
H -1.687 1.647 0.435
H -1.088 -1.486 0.501
H 1.180 -0.162 2.197
H 1.167 -1.913 1.555
H -0.522 -0.913 -1.500
H -0.381 0.723 -1.284
H 2.295 -1.003 -1.362
*
```

Values from the calculation:
- ΔE to the lowest compared entry with this formula, charge and spin (kcal per mole) = 43.9
- E (eV) = -11484.55833
- orbital gap (eV) = 9.2
- LUMO (Ha) = -0.1524

Atomic partial charges in e from the natural (NBO) method, atoms 1 to 5: -0.249 -0.336 -0.641 -0.608 -0.044

=====

(5)
C19H24O10PS | ωB97M-V/def2-TZVPD

Geometry as ORCA input:
```
! RIJCOSX wB97M-V def2-TZVPD def2/J DEFGRID3
* xyz -1 1
C 3.163 2.683 0.007
C 2.509 1.559 -0.890
O 3.604 0.783 -1.419
C 1.646 0.607 0.015
C 0.898 -0.467 -0.828
C -0.644 -0.350 -0.475
C -1.345 0.836 -1.212
C -2.790 1.007 -0.559
S -2.974 2.679 0.199
P 1.358 -2.173 -0.297
O 2.174 -2.271 0.999
H 2.732 3.687 -0.194
H 2.939 2.427 1.069
H 4.265 2.684 -0.116
H 1.884 1.987 -1.702
H 3.520 0.747 -2.369
H 0.899 1.289 0.507
H 2.323 0.203 0.799
H -0.826 -0.314 0.634
H -1.111 -1.281 -0.879
H -1.534 0.619 -2.284
H -0.767 1.775 -1.090
H -3.604 0.750 -1.262
H -2.857 0.278 0.279
H -2.773 2.487 1.537
H 1.954 -2.838 -1.415
H 0.129 -2.895 -0.054
C -0.590 4.771 5.853
C 0.518 5.072 5.173
C 0.809 4.465 3.841
O 1.821 4.786 3.253
C -0.149 3.497 3.303
C -1.255 3.195 3.986
C -1.559 3.822 5.304
O -2.589 3.528 5.882
O -2.154 2.307 3.517
O 1.429 5.939 5.651
H -0.811 5.206 6.818
H 0.079 3.049 2.344
H -2.857 2.265 4.189
H 2.125 5.980 4.971
C -0.772 -5.400 -5.229
C -1.318 -4.344 -4.621
C -1.258 -4.178 -3.140
O -1.754 -3.196 -2.628
C -0.599 -5.225 -2.358
C -0.056 -6.282 -2.964
C -0.094 -6.436 -4.447
O 0.430 -7.409 -4.959
O 0.554 -7.263 -2.269
O -1.950 -3.379 -5.310
H -0.808 -5.531 -6.301
H -0.577 -5.100 -1.284
H 0.858 -7.899 -2.937
H -2.245 -2.736 -4.640
*
```

Values from the calculation:
- ΔE to the lowest compared entry with this formula, charge and spin (kcal per mole) = 0.0
- E (eV) = -60689.22634
- orbital gap (eV) = 3.0
- LUMO (Ha) = 0.0104

Atomic partial charges in e from the natural (NBO) method, atoms 1 to 5: -0.646 0.101 -0.746 -0.453 -0.758

=====

(6)
C3H5N3O | ωB97M-V/def2-TZVPD

Geometry as ORCA input:
```
! RIJCOSX wB97M-V def2-TZVPD def2/J DEFGRID3
* xyz 0 1
O -2.118 0.946 0.381
C -2.068 -0.434 0.177
C 0.141 -0.202 -0.580
N 1.086 0.507 -0.966
N 2.236 0.383 -0.157
C 2.360 -0.578 0.709
N -0.810 -0.915 -0.360
H -2.052 1.382 -0.480
H -2.814 -0.781 -0.546
H -2.252 -0.906 1.143
H 2.917 1.078 -0.450
H 3.374 -0.481 1.129
*
```

Values from the calculation:
- ΔE to the lowest compared entry with this formula, charge and spin (kcal per mole) = 117.2
- E (eV) = -9705.50012
- orbital gap (eV) = 9.7
- LUMO (Ha) = 0.0285

Atomic partial charges in e from the natural (NBO) method, atoms 1 to 5: -0.699 0.086 0.665 -0.407 -0.393

=====

(7)
C32H26Cl2N5O5Rb | ωB97M-V/def2-TZVPD

Geometry as ORCA input:
```
! RIJCOSX wB97M-V def2-TZVPD def2/J DEFGRID3
* xyz -2 1
Rb -0.995 3.112 0.711
C -4.090 -4.841 -2.824
O -4.235 -3.726 -3.229
C -1.679 0.109 -2.222
C 0.257 -2.761 -0.235
C -0.519 -2.118 0.564
C -1.598 -1.210 0.932
C -2.233 -0.171 0.345
C -2.993 0.667 1.331
N -2.608 1.085 2.482
N -1.364 0.681 2.955
C -0.688 1.620 3.558
O -0.953 2.863 3.670
C 0.613 1.146 4.165
C 1.545 2.084 4.594
C 2.749 1.680 5.156
C 3.032 0.330 5.304
C 2.103 -0.613 4.880
C 0.906 -0.207 4.312
C -2.237 0.456 -1.032
O -2.735 1.660 -1.083
H -3.792 -5.671 -3.494
H -4.110 -5.062 -1.741
H -1.747 -5.321 -2.340
H -1.147 -5.134 -1.915
H 0.088 -2.498 1.437
H -1.810 -1.297 1.987
H -3.976 1.021 1.036
H 1.303 3.131 4.470
H 3.474 2.423 5.470
H 3.975 0.013 5.734
H 2.321 -1.670 4.980
H 0.179 -0.926 3.959
Cl 3.132 -0.759 -5.040
C 1.651 -1.647 -4.753
C 1.229 -2.462 -5.787
C 0.002 -3.104 -5.723
C -0.780 -2.917 -4.597
C -0.331 -2.144 -3.543
Cl -1.338 -2.054 -2.136
C 0.907 -1.454 -3.574
N 1.314 -0.657 -2.526
C 2.661 -0.637 -2.074
C 3.299 -1.854 -1.845
C 4.622 -1.895 -1.439
C 5.310 -0.705 -1.226
C 4.663 0.504 -1.428
C 3.340 0.571 -1.856
C 2.673 1.892 -2.068
C 1.738 2.302 -0.891
O 1.615 3.532 -0.680
O 1.153 1.361 -0.313
H 1.861 -2.550 -6.661
H -0.343 -3.718 -6.545
H -1.752 -3.381 -4.511
H 0.616 -0.111 -2.013
H 2.723 -2.763 -1.973
H 5.106 -2.849 -1.264
H 6.342 -0.720 -0.895
H 5.193 1.436 -1.257
H 2.025 1.836 -2.948
H 3.409 2.679 -2.233
N -3.277 4.070 3.194
C -4.271 4.342 4.048
C -5.254 5.004 3.337
C -4.738 5.071 2.032
N -3.542 4.499 1.957
H -2.394 3.530 3.385
H -4.215 4.035 5.079
H -6.200 5.367 3.703
H -5.183 5.497 1.146
*
```

Values from the calculation:
- ΔE to the lowest compared entry with this formula, charge and spin (kcal per mole) = 260.2
- E (eV) = -76986.31286
- orbital gap (eV) = 5.1
- LUMO (Ha) = 0.1491

Atomic partial charges in e from the Löwdin method, atoms 1 to 5: 0.961 -0.216 -0.011 -0.004 0.064

=====

(8)
C22H26FeN11O2S | ωB97M-V/def2-TZVPD

Geometry as ORCA input:
```
! RIJCOSX wB97M-V def2-TZVPD def2/J DEFGRID3
* xyz 2 6
Fe 0.663 0.374 -0.039
O -3.482 0.018 0.346
C -2.411 0.558 0.263
N -1.460 0.382 -0.702
C -1.846 -0.210 -1.863
O -2.955 -0.574 -2.167
C -0.696 -0.308 -2.840
C -0.973 -0.658 -4.156
C 0.077 -0.693 -5.058
C 1.352 -0.386 -4.610
C 1.534 -0.070 -3.270
N 0.529 -0.028 -2.408
C -1.973 1.628 1.241
C -2.933 2.294 1.995
C -2.529 3.355 2.788
C -1.184 3.693 2.809
C -0.294 2.944 2.054
N -0.677 1.937 1.279
H -1.992 -0.884 -4.434
H -0.102 -0.959 -6.089
H 2.195 -0.396 -5.280
H 2.511 0.180 -2.884
H -3.965 1.983 1.938
H -3.245 3.916 3.368
H -0.832 4.528 3.395
H 0.765 3.159 2.068
N 3.725 -2.483 1.507
C 4.459 -1.454 2.012
C 3.847 -0.311 1.583
N 2.753 -0.622 0.837
C 2.697 -1.951 0.805
C 1.618 -2.652 0.165
N 0.527 -2.018 -0.250
C -0.304 -2.958 -0.761
C 0.296 -4.185 -0.673
N 1.506 -3.979 -0.086
H 3.934 -3.459 1.645
H 5.322 -1.604 2.630
H 4.149 0.702 1.760
H -1.276 -2.713 -1.143
H -0.053 -5.156 -0.962
H 2.175 -4.705 0.111
N 1.884 2.698 -2.062
N 2.117 2.267 -0.720
H 2.497 3.465 -2.337
H 0.922 3.005 -2.170
H 2.081 3.044 -0.050
H 3.060 1.874 -0.700
C -1.111 -0.727 5.650
N -0.129 0.176 5.118
C 0.475 1.194 5.966
C 1.531 1.847 5.059
N 1.331 1.151 3.800
C 0.417 0.168 3.911
S 0.041 -0.878 2.644
H -0.653 -1.410 6.372
H -1.548 -1.310 4.843
H -1.895 -0.159 6.151
H 0.915 0.728 6.850
H -0.293 1.896 6.296
H 2.544 1.696 5.435
H 1.359 2.917 4.926
H 2.024 1.137 3.072
*
```

Values from the calculation:
- ΔE to the lowest compared entry with this formula, charge and spin (kcal per mole) = 32.4
- E (eV) = -88931.97613
- orbital gap (spin up / spin down) (eV) = 8.9 / 5.9
- LUMO (spin up / spin down) (Ha) = -0.1887 / -0.2968
- expectation value of S² = 8.7655

Atomic partial charges in e from the natural (NBO) method, atoms 1 to 5: 1.753 -0.486 0.626 -0.789 0.618